# 1
15
Properties=species:S:1:pos:R:3:forces:R:3:nbo_charge:R:1 method="wB97M-V/def2-TZVPD" homo_lumo_gap_ha="0.13389 / 0.25882" max_force_ev_per_a=1.26 total_charge=-1 multiplicity=2
O -2.13823 0.09222 -1.83941 -0.05 -0.02 -0.13 -0.606
C -1.27788 0.93630 -1.73794 -0.31 0.46 0.75 0.529
H 0.60824 1.48438 -1.24877 -0.36 0.44 0.00 0.376
H 1.82575 -1.50372 1.63124 -0.29 -0.07 -0.33 0.164
C 0.59810 0.55456 1.30444 0.57 0.08 -0.57 -0.537
S 1.38422 -0.57831 2.48729 -0.21 0.26 0.76 -0.111
H -1.57107 -1.42782 0.05567 -0.02 -0.27 0.01 0.116
C 0.28414 -0.17144 -0.01266 -0.71 -0.56 -0.21 -0.174
H 1.33336 1.35799 1.15863 -0.10 0.08 -0.25 0.170
H -0.31452 1.04594 1.64554 -0.03 -0.45 0.54 0.211
C -0.48337 -1.48164 0.09330 -0.21 0.83 0.13 0.010
H -1.45568 1.94884 -2.16677 0.45 -0.12 -0.44 0.071
N -0.17293 0.92333 -0.94568 0.11 -0.84 0.01 -0.631
H 1.16868 -0.61376 -0.42036 1.20 0.26 -0.30 0.201
O 0.21119 -2.56687 -0.00453 -0.06 -0.07 0.04 -0.789

# 2
27
Properties=species:S:1:pos:R:3:forces:R:3:nbo_charge:R:1 method="wB97M-V/def2-TZVPD" homo_lumo_gap_ha=0.34509 max_force_ev_per_a=0.55 smiles=CNC[C@H](C)N(C)C.O multiplicity=1
C -0.71695 0.93130 1.23280 -0.15 -0.33 -0.07 -0.416
H -0.23882 0.00503 1.55303 0.09 0.05 -0.01 0.184
H -2.42501 2.33426 -0.13659 0.05 0.09 0.09 0.201
H -1.05366 -2.19855 0.82881 0.10 0.02 0.08 0.154
H 2.38809 1.20423 -1.24392 0.09 -0.08 0.04 0.221
H 1.39935 -1.39224 1.54611 -0.09 -0.03 0.29 0.461
C -1.47181 2.18989 -0.64655 -0.15 -0.28 -0.04 -0.408
H 1.61059 -1.30976 3.07658 -0.17 0.04 0.00 0.470
H 1.30612 -1.11756 -1.78729 0.22 0.16 0.08 0.199
C 1.59268 1.34301 -0.51392 -0.18 0.12 0.08 -0.639
H 0.12914 0.90568 -1.99217 -0.15 -0.05 -0.09 0.197
C 0.32890 0.60263 -0.96309 0.23 0.02 0.09 -0.054
H 1.93255 0.98847 0.46072 0.10 -0.06 -0.05 0.211
O 2.04199 -1.52930 2.24842 0.34 -0.08 -0.01 -0.935
H 1.10626 -1.22133 -0.06585 -0.08 0.03 -0.04 0.144
H -1.69216 2.13502 -1.71205 0.09 0.07 -0.06 0.201
N -0.88708 0.93155 -0.20976 0.15 0.21 -0.06 -0.456
C 0.59869 -0.90812 -0.98089 -0.34 -0.13 -0.41 -0.210
H -0.82648 3.05783 -0.45276 -0.04 0.07 0.01 0.165
H -1.39058 -1.08251 -1.28608 0.14 -0.01 0.05 0.368
H -1.70163 0.93498 1.69999 -0.03 0.15 0.05 0.204
H -0.13659 1.78269 1.61311 0.02 0.00 0.00 0.173
C -0.87882 -2.66239 -0.15178 -0.17 -0.22 -0.23 -0.412
H -1.76832 -3.24163 -0.40572 -0.04 0.07 0.01 0.203
H -0.06832 -3.38576 -0.06921 0.12 0.05 0.09 0.193
N -0.59776 -1.71421 -1.21784 -0.11 0.11 0.15 -0.630
H 1.41964 2.41677 -0.42408 -0.04 0.02 -0.06 0.209

# 3
20
Properties=species:S:1:pos:R:3:forces:R:3:nbo_charge:R:1 method="wB97M-V/def2-TZVPD" homo_lumo_gap_ha="0.28428 / 0.27709" max_force_ev_per_a=7.34 total_charge=+1 multiplicity=1
H -3.86743 0.30431 0.65740 -0.88 -1.46 0.34 0.237
H 3.64231 -0.63617 -0.35483 0.55 1.43 1.91 0.290
H -3.67215 1.92498 0.52170 -0.24 1.41 0.83 0.239
H -2.68298 1.59597 -1.45098 0.36 1.06 -0.35 0.225
C -3.11696 1.03032 0.58802 -0.05 0.32 -0.54 -0.642
H 4.53085 0.54399 0.99788 -0.77 -0.63 -0.43 0.273
H 0.22240 -2.75161 0.84661 -0.60 -1.77 3.32 0.244
C -2.39088 0.90632 -0.69679 0.23 -1.34 -0.08 -0.064
C 3.89538 0.40418 0.10071 -0.44 -1.66 -1.40 -0.764
C 1.20132 0.10598 0.09994 1.35 -7.21 0.38 -0.178
H -2.40234 0.94785 1.38307 -0.15 0.26 0.73 0.224
S 2.32334 1.32490 0.19445 0.43 0.68 -0.05 0.535
H 0.33340 -2.74447 -0.69525 -0.06 -1.61 -2.90 0.240
O -0.70499 -1.21953 -0.04247 -0.31 3.35 0.04 -0.386
H -2.51897 -0.04437 -1.16053 0.04 -0.95 -0.21 0.198
C 0.36842 -2.09502 0.09241 0.86 1.73 -0.63 -0.008
C -0.20692 0.03508 -0.07336 -2.43 0.28 -1.30 0.731
O -0.97620 1.06438 -0.40535 2.59 -1.48 0.42 -0.403
H 4.42571 0.77231 -0.76129 0.26 0.98 -0.15 0.257
N 1.59669 -1.46941 0.15865 -0.74 6.61 0.08 -0.246

# 4
18
Properties=species:S:1:pos:R:3:forces:R:3:nbo_charge:R:1 method="wB97M-V/def2-TZVPD" homo_lumo_gap_ha="0.28269 / 0.24297" max_force_ev_per_a=4.54 total_charge=-1 multiplicity=1
H 0.60437 0.51390 1.47633 -1.70 -1.20 0.45 0.245
C 2.92593 1.20561 0.24315 0.28 -1.53 0.34 0.643
F 3.56019 -0.92669 -0.95935 -0.94 1.15 0.63 -0.402
N -0.35451 -0.37119 -0.14022 -2.64 -0.65 0.79 -0.393
H -0.65929 -0.79996 2.00986 0.61 -1.05 -0.42 0.197
F 3.22358 -1.14692 1.12483 -0.51 0.79 0.45 -0.372
H -1.05604 1.39768 -0.96930 -0.14 1.31 0.85 0.193
H 0.81184 0.96140 -0.99064 -1.09 1.06 -0.87 0.230
C 0.34615 -1.47293 -0.45594 1.25 1.39 -2.96 -0.303
H 0.65263 -2.03168 0.33078 0.83 -1.95 2.16 0.167
H -0.53159 0.37438 -2.16083 0.79 -0.38 1.13 0.192
C 2.84242 -0.32684 0.10721 1.24 -2.48 -1.15 0.551
O 3.32651 1.74041 -0.76196 0.70 1.32 -2.11 -0.710
H -1.13493 0.65488 1.56865 -2.42 2.49 -0.15 0.184
H 1.04777 -1.38221 -1.33706 -1.07 -0.35 0.90 0.192
C -0.43243 -0.02339 1.29477 4.37 0.33 -1.17 -0.446
C -0.27578 0.69278 -1.10461 1.15 -0.91 -0.71 -0.428
O 2.56179 1.63395 1.32391 -0.72 0.65 1.84 -0.741

Number 1: E -759.991341 Ha. Number 2: E -424.119920 Ha. Number 3: E -837.652099 Ha. Number 4: E -600.189673 Ha.